A cluster of 10 separate species, C22H64O10 in total in a non-equilibrium geometry, computed with ωB97M-V/def2-TZVPD.

Results
Highest occupied orbital energy = -9.78 eV
Total energy = -44323.27675 eV
SMILES = CC(C)O.CC(C)O.CC(C)O.CC(C)O.CC(C)O.CC(C)O.CO.CO.CO.CO

```
! wB97M-V def2-TZVPD RIJCOSX def2/J DEFGRID3
* xyz 0 1
C -3.5831 -0.6878 -3.5033
C -3.7560 -2.1311 -3.2187
C -2.5227 -3.0053 -3.4173
O -4.1535 -2.1927 -1.8553
H -4.2565 -0.1297 -2.8529
H -3.8747 -0.4147 -4.5174
H -2.5969 -0.3299 -3.2075
H -4.6079 -2.4566 -3.8157
H -2.3032 -3.2593 -4.4543
H -2.7528 -4.0115 -3.0670
H -1.6504 -2.5240 -2.9750
H -3.8769 -3.0405 -1.4999
C 2.7253 0.1275 -3.7781
C 3.5337 -0.9169 -2.9704
C 3.1555 -2.3319 -3.2933
O 4.8815 -0.7230 -3.2767
H 2.7193 1.1254 -3.3397
H 1.6942 -0.2154 -3.8644
H 3.0880 0.2041 -4.8031
H 3.3268 -0.7072 -1.9209
H 2.0718 -2.4450 -3.3240
H 3.6190 -3.1086 -2.6850
H 3.3799 -2.6443 -4.3132
H 5.0017 -0.9865 -4.1919
C -0.3695 2.6329 -1.8453
C 0.1235 3.9857 -2.0677
C 1.4725 4.0759 -2.8063
O -0.8878 4.7118 -2.8388
H -1.3102 2.6372 -1.2947
H 0.3235 2.0806 -1.2107
H -0.5639 2.1086 -2.7810
H 0.2169 4.4350 -1.0790
H 2.2848 3.5136 -2.3458
H 1.9072 5.0530 -3.0172
H 1.3545 3.5573 -3.7577
H -0.7973 4.4062 -3.7444
C -2.2594 4.0012 2.7212
C -3.3940 3.1704 2.2085
C -4.4528 2.9368 3.3683
O -4.1129 3.8136 1.1859
H -1.5014 4.0166 1.9381
H -1.7654 3.6707 3.6349
H -2.6003 4.9987 2.9987
H -2.9190 2.2985 1.7587
H -4.0807 2.3345 4.1970
H -5.3038 2.3645 2.9989
H -4.8336 3.8932 3.7268
H -4.5768 3.1365 0.6879
C -1.8010 -0.0651 0.5729
C -1.0612 -1.0565 -0.1997
C -0.0136 -0.5484 -1.1682
O -0.4087 -1.9168 0.7647
H -2.4081 0.5890 -0.0528
H -1.1973 0.6438 1.1396
H -2.5188 -0.6013 1.1938
H -1.8023 -1.5941 -0.7912
H 0.5940 -1.3707 -1.5462
H 0.6622 0.1803 -0.7205
H -0.4302 -0.0579 -2.0480
H -0.7176 -1.6524 1.6344
C 4.6219 1.9320 1.5497
C 3.1955 1.6471 1.9725
C 2.2205 2.0749 0.8940
O 2.9624 0.2722 2.3509
H 4.8465 2.9941 1.4517
H 4.7225 1.4546 0.5750
H 5.2948 1.5078 2.2949
H 3.0732 2.2369 2.8809
H 1.2303 1.6908 1.1390
H 2.4439 1.7183 -0.1115
H 2.0710 3.1539 0.8556
H 3.4983 0.0371 3.1119
C 2.8238 -3.0053 0.8552
O 3.5929 -1.8197 0.7716
H 1.9499 -3.0406 0.2047
H 3.5052 -3.8440 0.7127
H 2.4479 -3.1351 1.8701
H 3.1831 -1.1340 1.3039
C -0.9210 -3.0002 4.2952
O -1.5131 -2.1021 3.3799
H -1.5760 -3.8011 4.6381
H -0.1000 -3.4612 3.7461
H -0.7233 -2.4766 5.2306
H -2.3240 -1.8093 3.8021
C -0.2604 0.8474 4.2995
O -0.5453 1.2595 5.5669
H -1.2765 0.7309 3.9225
H 0.3491 1.6302 3.8481
H 0.2750 -0.0964 4.1960
H -1.1446 0.5821 5.8888
C 0.4240 -5.7914 0.1285
O -0.4959 -4.7566 0.2901
H 0.8957 -5.9437 1.0993
H -0.0561 -6.6963 -0.2439
H 1.1953 -5.4641 -0.5687
H -0.0002 -3.9696 0.5280
*
```

Atomic charges from the Löwdin analysis, expressed in e, are listed below: -0.06 -0.51 -0.04 -0.06 0.08 0.08 0.07 0.13 0.08 0.08 0.07 0.08 -0.04 -0.50 -0.06 -0.04 0.06 0.06 0.08 0.12 0.07 0.08 0.08 0.09 -0.08 -0.47 -0.05 -0.05 0.09 0.05 0.09 0.13 0.06 0.08 0.07 0.07 -0.06 -0.49 -0.04 -0.04 0.07 0.08 0.09 0.11 0.06 0.06 0.08 0.09 -0.07 -0.45 -0.04 -0.06 0.08 0.08 0.10 0.12 0.07 0.05 0.06 0.04 -0.05 -0.47 -0.05 -0.06 0.09 0.09 0.08 0.13 0.06 0.07 0.09 0.11 -0.16 -0.13 0.05 0.08 0.07 0.01 -0.13 -0.14 0.08 0.09 0.08 0.09 -0.20 -0.10 0.07 0.08 0.07 0.08 -0.18 -0.13 0.08 0.08 0.07 0.02